[1]
ORCA calculation (wB97M-V/def2-TZVPD) on a cluster of 2 separate species, C18H33N2O5 in total in a non-equilibrium geometry.

Last column: Löwdin charge in e.
Element x y z (Å)
H1 0.90165 -0.21390 -2.72240  0.120
C1 -3.65790 0.56257 -0.76500  -0.248
C2 -5.67153 0.86489 -2.55479  -0.040
H2 1.66042 2.36773 -2.91275  0.121
H3 -0.57144 -1.70482 1.68984  0.151
O1 2.48827 -0.46585 -1.34804  -0.072
C3 1.77826 -1.52198 -0.79029  -0.231
C4 -0.64275 -0.70577 1.25572  -0.167
C5 0.75251 3.33881 2.38484  -0.232
O2 1.04335 4.32857 1.39037  -0.062
H4 3.82969 -4.18451 0.23576  0.057
H5 0.79506 -1.70239 -1.24239  0.126
H6 -1.56037 -0.52804 3.13594  0.154
N1 -2.81204 0.29926 1.62979  0.156
H7 -1.29969 3.17597 1.82985  0.126
H8 -0.17281 2.08281 0.94840  0.083
H9 4.04836 -5.38883 -1.02775  0.076
H10 -3.38087 1.04446 2.03437  0.182
H11 0.04705 1.05932 3.48952  0.130
H12 -1.92899 1.31492 0.03840  0.155
H13 0.28756 4.43739 0.80606  0.079
H14 -5.05179 1.25200 0.67683  0.107
H15 1.23831 0.05158 1.93348  0.135
H16 0.55381 3.86942 3.31775  0.129
O3 2.67215 2.13001 -1.11814  -0.043
C6 0.82508 -0.31782 0.98797  -0.180
H17 6.32456 -3.93137 0.42250  0.109
H18 1.63955 2.70376 2.43050  0.125
H19 -1.86389 -1.69044 -0.40571  0.137
O4 5.75436 -3.35920 -1.47198  -0.082
H20 -1.53315 1.80445 3.62767  0.128
H21 6.52974 -5.13584 -0.85804  0.113
C7 1.83140 0.24995 -2.38276  -0.165
C8 4.50671 -4.95957 -0.13563  -0.094
C9 5.86370 -4.36742 -0.46977  -0.316
C10 -1.49463 -0.72328 -0.07595  -0.043
H22 -4.20000 0.24489 -3.91877  0.121
C11 -4.40249 0.45034 -2.87042  -0.119
H23 -6.90479 1.51720 -0.91558  0.123
N2 -3.39544 0.27051 -2.03405  0.139
C12 -1.45251 0.14779 2.28462  -0.207
H24 2.36258 -2.43412 -0.93323  0.133
H25 -6.43842 0.95717 -3.30744  0.118
C13 -2.50176 0.39618 0.19253  -0.207
H26 4.59322 -5.73794 0.62402  0.074
C14 1.64166 1.75353 -2.01070  -0.220
H27 0.89688 0.52504 0.29477  0.103
C15 -5.93726 1.16561 -1.23958  -0.037
H28 -0.85172 -0.30213 -0.84436  0.099
H29 0.66476 1.87048 -1.51535  0.095
O5 1.61915 -1.40656 0.61386  -0.059
C16 -0.43774 2.50541 1.91809  -0.185
C17 -4.88644 1.01532 -0.37266  -0.039
H30 5.17917 -2.66667 -1.13216  0.069
H31 2.50883 0.24221 -3.24095  0.128
C18 -0.81904 1.38336 2.91272  -0.124
H32 -3.26331 -0.57602 1.90725  0.201
H33 2.29499 2.64157 -0.39674  0.068

net charge: +1
gap between HOMO and LUMO: 8.43 eV
maximum force: 2.1 eV/A
E_HOMO: -11.68 eV
molecular weight: 357.47 Da

[2]
ORCA calculation (wB97M-V/def2-TZVPD) on a cluster of 7 separate species, C18H33N3O4 in total in a non-equilibrium geometry.

Last column: Löwdin charge in e.
Element x y z (Å)
C1 -2.99986 -0.84588 -2.77768  -0.022
H1 2.47386 -1.41694 3.29859  0.079
H2 -5.29616 -1.85070 -4.39917  0.091
H3 0.16386 -0.14119 -2.05857  0.083
H4 2.09462 2.15471 0.31278  0.083
C2 1.15198 0.27561 -0.25498  -0.497
H5 -0.21239 -3.06173 1.03151  0.081
H6 -5.47973 2.76568 0.25659  0.080
H7 -5.30976 -3.34753 -3.40878  0.082
H8 -0.48477 1.23610 -1.22759  0.049
N1 1.49280 -4.79322 -0.86336  0.116
C3 3.06882 1.02312 -4.13353  -0.020
C4 3.93286 -2.84251 5.60083  -0.022
C5 -4.72116 -2.49342 -3.72891  -0.023
C6 1.51323 1.33273 0.73121  -0.010
C7 -3.61692 1.93241 0.04238  -0.269
H9 -3.01992 0.03173 -2.13274  0.058
H10 3.13751 3.04940 -2.31782  0.060
H11 2.38789 -0.79388 4.95925  0.077
C8 0.45293 0.74335 -1.48776  -0.018
C9 2.08603 -1.61217 4.29901  -0.030
H12 1.14398 1.34620 -2.07012  0.056
H13 -1.34045 4.19569 3.45763  0.087
N2 -4.09656 4.53092 2.27487  0.132
H14 2.05785 0.91474 1.57662  0.077
H15 -3.86445 -2.86910 -4.29620  0.083
C10 -4.25261 -1.65541 -2.56514  -0.508
H16 4.55268 -2.02972 5.21291  0.081
H17 -5.35703 1.07353 0.90146  0.090
H18 4.86148 2.96232 -2.51964  0.096
C11 -5.05825 1.76910 0.12671  -0.051
H19 2.03132 1.34812 -4.25967  0.086
O1 1.37699 -0.89615 -0.04887  0.067
C12 3.92927 3.21678 -3.04530  -0.020
H20 3.16965 0.52214 -3.17402  0.077
O2 2.14755 -3.97679 4.50270  0.070
H21 0.52178 -4.28277 2.11451  0.077
C13 -1.84476 3.37169 2.93888  -0.069
O3 -4.83757 -1.63478 -1.51092  0.062
H22 4.01639 4.24631 -3.37861  0.085
H23 -2.14681 -1.47118 -2.50351  0.092
H24 -5.41220 1.36692 -0.82531  0.081
H25 3.36113 0.39232 -4.96810  0.084
C14 3.87148 2.30807 -4.24650  -0.510
H26 3.66933 -2.60322 6.63032  0.089
H27 -2.87771 -0.53296 -3.81413  0.084
H28 0.57723 1.75417 1.11535  0.072
H29 -2.06188 2.61573 3.68735  0.084
C15 1.15839 -4.26735 0.10348  -0.286
C16 2.66412 -2.92517 4.77705  -0.504
H30 0.99841 -1.63263 4.30979  0.085
C17 0.70503 -3.57537 1.31037  -0.078
H31 4.48242 -3.77500 5.52077  0.082
H32 -1.26912 3.04108 2.08624  0.036
H33 1.48281 -2.88038 1.60652  0.049
N3 -2.48531 2.08181 -0.01983  0.157
O4 4.41844 2.61471 -5.27217  0.073
C18 -3.10872 3.98998 2.52327  -0.295

structure (SMILES): CC(C)=O.CC(C)=O.CC(C)=O.CC(C)=O.CC#N.CC#N.CC#N
net charge: 0
gap between HOMO and LUMO: 10.00 eV
maximum force: 1.4 eV/A
E_HOMO: -9.75 eV
molecular weight: 355.48 Da

[3]
ORCA calculation (wB97M-V/def2-TZVPD) on a cluster of 5 separate species, C18H33N5O6 in total in a non-equilibrium geometry.

Last column: Löwdin charge in e.
Element x y z (Å)
O1 0.88046 -0.20499 -0.12652  -0.004
C1 2.07275 -0.53125 -0.12875  -0.254
H1 2.72371 -0.40882 0.74308  0.113
H2 1.24840 3.11386 1.73513  0.093
H3 2.35648 0.64944 4.29472  0.074
H4 -3.55268 -0.44525 -4.28613  0.069
N1 -3.40807 2.03000 0.52377  -0.351
C2 -1.37372 5.45783 0.93973  -0.038
H5 1.07863 -1.31219 -2.37383  0.067
H6 -0.59251 1.57607 1.13558  0.024
H7 1.64138 3.58118 4.87857  0.066
H8 4.08100 -2.74388 -0.65478  0.103
C3 -2.33073 -2.50638 0.59038  -0.005
N2 -2.25223 -1.67079 -3.40049  -0.148
C4 -0.16810 -3.84201 0.15809  -0.101
C5 -0.08202 4.98172 1.31976  -0.131
H9 -1.42872 6.49711 1.14020  0.063
H10 0.15490 -3.01801 0.85067  0.083
H11 4.44119 3.26723 2.71516  0.151
H12 2.68785 -1.30088 -3.24258  0.085
C6 3.82473 2.32254 2.87357  -0.318
H13 -2.68119 -3.03980 1.53001  0.125
H14 -3.58202 -1.89548 -5.33181  0.180
C7 -1.73978 -3.08320 -3.51145  -0.020
H15 3.24227 4.17726 4.67042  0.063
C8 -2.43243 -4.72822 -0.52424  -0.273
H16 -2.46728 -3.99167 -3.80663  0.157
C9 -2.84916 -1.17016 -4.54226  -0.070
H17 -3.07813 -2.22675 -0.04051  0.046
O2 -1.93548 0.34472 -2.38919  -0.022
C10 4.21257 -1.70387 -1.02177  -0.022
O3 -4.52745 2.46299 0.27386  0.074
H18 4.45445 -1.89764 -2.04278  0.079
H19 1.86663 -2.59752 -2.40683  0.077
C11 -1.75389 -0.91381 -2.47492  -0.325
H20 -1.80651 -5.54670 -0.92641  0.127
C12 -2.37595 2.96635 0.70945  -0.073
H21 2.44123 4.64052 3.66054  0.051
C13 2.15316 -1.53204 -2.34277  -0.087
H22 -1.03871 -1.22582 -1.87584  0.059
O4 4.12783 1.27612 2.25744  -0.030
C14 1.91334 1.31356 3.70034  -0.024
C15 0.28068 3.57210 1.30490  -0.019
H23 4.72306 -1.11360 -0.39262  0.051
O5 -3.18881 0.78611 0.77685  0.026
H24 -0.93185 -3.15391 -2.85657  0.039
H25 -3.41574 4.92929 0.21471  0.023
N3 2.65642 2.52955 3.51996  -0.143
H26 -1.04150 -3.14091 -4.26256  0.042
N4 -1.59632 -3.69443 0.00040  -0.196
H27 -2.14611 -0.87478 -5.13851  0.028
H28 0.63094 5.74090 1.70568  0.094
C16 -0.88647 2.55675 1.05924  0.100
C17 2.38065 3.81319 4.24240  0.015
H29 0.44339 -3.54598 -0.75121  0.067
H30 -1.71916 -1.71746 0.80113  0.039
H31 1.64109 0.83230 2.83137  0.076
H32 0.24598 -4.80578 0.67628  0.115
C18 -2.56211 4.50000 0.47310  0.122
O6 -3.70027 -4.64537 -0.54353  -0.040
N5 2.85784 -1.18659 -1.13273  -0.184
H33 1.18211 1.49729 4.22174  0.012

structure (SMILES): O=[N+]([O-])c1ccccc1.CN(C)C=O.CN(C)C=O.CN(C)C=O.CN(C)C=O
net charge: 0
gap between HOMO and LUMO: 8.09 eV
maximum force: 10.0 eV/A
E_HOMO: -8.93 eV
molecular weight: 415.49 Da

[4]
ORCA calculation (wB97M-V/def2-TZVPD) on a structure of composition C18H33N5OPdS3.

Last column: Löwdin charge in e.
Element x y z (Å)
H1 2.21235 0.08853 -2.32535  0.090
C1 4.81632 0.98102 -1.07409  -0.128
C2 1.47761 -1.68272 -3.31364  -0.164
H2 4.16412 1.45822 -1.80418  0.127
H3 -0.67012 2.83708 2.09211  0.063
N1 0.14366 0.24534 -2.56405  0.070
H4 -2.75514 -1.37137 2.24014  0.056
H5 -3.43731 0.41607 1.41389  0.057
H6 -2.39751 2.83041 2.42021  0.073
C3 -1.56074 2.20466 2.09943  -0.539
C4 -0.73932 -1.62082 2.99620  -0.547
Pd1 0.34763 0.20096 0.23394  -0.088
C5 -1.86978 -1.96764 2.01971  -0.527
C6 -3.11569 0.58000 0.38500  -0.520
C7 1.32676 -0.55815 -2.29928  -0.263
C8 -2.81800 -0.74650 -0.32006  -0.533
N2 -1.48001 1.06954 -3.93619  0.051
H7 1.41923 -1.88202 -5.47528  0.119
H8 -1.10788 -1.76531 4.01467  0.075
C9 -1.53100 0.67120 -6.31426  -0.174
H9 4.69793 -0.10677 -1.15115  0.132
H10 -1.60311 1.66872 -3.13190  0.120
C10 -0.12187 0.12800 -6.19584  -0.180
H11 6.82584 2.43880 0.99685  0.128
H12 -2.25274 -0.14006 -6.20017  0.119
H13 6.35516 2.45937 -1.33205  0.129
C11 3.17498 1.74341 0.52666  -0.272
H14 2.43058 -2.20411 -3.19568  0.111
S1 0.03522 -0.00254 2.82398  0.819
N3 4.43687 1.42726 0.26356  -0.106
H15 -1.27593 1.55680 4.10572  0.072
H16 -3.97144 1.02915 -0.12376  0.070
H17 1.27274 -0.97174 -1.27907  0.050
C12 -1.38424 1.08483 3.12686  -0.516
C13 6.73168 1.34554 0.98904  -0.191
S2 -1.73572 1.74616 0.36172  0.831
H18 6.62301 0.95589 -2.24698  0.128
H19 0.05088 -0.68612 -6.90302  0.119
H20 -2.77062 2.06275 -5.21934  0.114
C14 -0.32410 0.30797 -3.74798  -0.389
H21 2.23005 -0.42677 -4.89707  0.126
C15 5.30993 0.95197 1.33514  -0.118
H22 5.23389 -0.13874 1.41835  0.134
H23 -2.28567 0.47432 3.18692  0.056
C16 1.38064 -1.10304 -4.70950  -0.177
H24 -1.08685 2.56139 -5.40110  0.118
H25 -1.67379 1.11963 -7.29846  0.113
H26 -2.55286 -0.55159 -1.36220  0.054
C17 -1.74342 1.69738 -5.22007  -0.209
S3 -1.43889 -1.75082 0.28058  0.836
H27 0.08981 -2.31774 2.85858  0.067
C18 6.26487 1.36606 -1.30378  -0.191
H28 0.59975 0.92465 -6.44035  0.126
N4 2.07057 2.00573 0.75163  0.138
H29 7.43176 0.92351 1.70853  0.127
H30 4.99058 1.39823 2.27539  0.134
H31 0.68085 -2.41685 -3.16837  0.120
H32 -3.73321 -1.34458 -0.32610  0.074
O1 7.09976 0.84177 -0.28503  -0.128
H33 -2.15547 -3.00624 2.19818  0.071
N5 0.12230 -0.39256 -4.86176  -0.059

net charge: 0
gap between HOMO and LUMO: 5.77 eV
maximum force: 0.9 eV/A
E_HOMO: -5.09 eV
molecular weight: 538.12 Da

Record order is preserved below.
Relative energy (zero: lowest compared OMol25 entry of this formula, charge and spin): 0.905 0.000 8.405 1.577 eV